{"formula": "C23H45N4O2P3W", "method": "ωB97M-V/def2-TZVPD", "e_lumo_ev": [-13.20, -14.42], "gap_ev": [5.7946, 5.8540], "s_squared": 2.023, "e_homo_ev": [-18.9965, -20.2763], "largest_force_ev_per_a": 6.423, "total_charge": 4, "spin_multiplicity": 3, "symbols": ["P", "C", "H", "H", "H", "C", "H", "H", "H", "C", "H", "H", "H", "P", "C", "H", "H", "H", "C", "H", "H", "H", "C", "H", "H", "H", "P", "C", "H", "H", "H", "C", "H", "H", "H", "C", "H", "H", "H", "W", "C", "O", "C", "O", "C", "C", "C", "C", "C", "C", "H", "H", "H", "H", "H", "H", "C", "N", "C", "N", "C", "N", "C", "N", "C", "C", "H", "H", "H", "H", "H", "H", "H", "H", "H", "H", "H", "H"], "coordinates": [[-1.690, 1.899, -1.267], [-3.296, 1.162, -0.812], [-4.077, 1.838, -1.183], [-3.412, 1.060, 0.271], [-3.415, 0.177, -1.281], [-1.846, 3.543, -0.472], [-1.168, 4.279, -0.915], [-1.600, 3.437, 0.596], [-2.888, 3.885, -0.569], [-2.038, 2.120, -3.059], [-2.828, 2.875, -3.187], [-2.378, 1.161, -3.456], [-1.153, 2.410, -3.632], [1.892, -1.226, -2.525], [1.180, -2.902, -2.518], [1.768, -3.514, -3.218], [0.137, -2.871, -2.841], [1.235, -3.335, -1.517], [1.768, -0.908, -4.320], [2.352, -0.043, -4.639], [0.715, -0.731, -4.583], [2.121, -1.801, -4.850], [3.622, -1.651, -2.127], [4.010, -2.279, -2.941], [3.642, -2.211, -1.182], [4.254, -0.765, -2.016], [2.072, 0.688, 1.714], [1.865, -0.585, 2.981], [2.327, -0.211, 3.908], [2.359, -1.513, 2.668], [0.803, -0.799, 3.139], [3.893, 0.811, 1.805], [4.177, 0.731, 2.861], [4.264, 1.757, 1.401], [4.347, -0.020, 1.243], [1.309, 2.123, 2.535], [1.867, 2.320, 3.462], [0.260, 1.896, 2.774], [1.331, 3.016, 1.901], [1.245, 1.058, -1.103], [-0.328, -0.088, -1.765], [-1.108, -0.899, -2.183], [1.261, -0.889, 0.143], [1.388, -2.054, 0.359], [3.336, 1.879, -1.243], [2.642, 2.816, -0.470], [1.416, 3.313, -0.916], [0.972, 3.022, -2.214], [1.671, 2.106, -2.999], [2.858, 1.528, -2.511], [4.218, 1.392, -0.855], [3.012, 3.125, 0.495], [0.828, 3.953, -0.279], [0.094, 3.512, -2.608], [1.293, 1.824, -3.969], [3.440, 0.853, -3.120], [-1.737, -2.471, 0.935], [-1.146, -1.543, 1.932], [-1.167, -2.233, 3.254], [-2.538, -2.608, 3.665], [-3.108, -3.497, 2.615], [-3.135, -2.839, 1.281], [-3.948, -1.621, 1.399], [-3.376, -0.664, 2.374], [-1.977, -0.352, 2.021], [-3.351, -1.348, 3.695], [-1.135, -3.388, 0.914], [-1.733, -2.000, -0.061], [-0.711, -1.570, 4.002], [-0.558, -3.146, 3.160], [-4.131, -3.759, 2.911], [-2.504, -4.403, 2.550], [-4.014, -1.123, 0.426], [-4.960, -1.893, 1.746], [-1.561, 0.333, 2.778], [-1.957, 0.150, 1.050], [-4.376, -1.606, 4.002], [-2.896, -0.692, 4.440]], "forces_ev_per_angstrom": [[-1.07, 1.01, -0.31], [0.14, -0.59, 0.42], [0.20, -0.13, -0.02], [-0.13, 0.22, -0.25], [-0.02, 0.26, 0.00], [0.41, -0.08, 0.21], [-0.32, -0.05, 0.07], [-0.16, 0.11, -0.25], [0.34, -0.08, -0.05], [0.49, -0.06, 0.03], [0.20, -0.20, 0.06], [-0.13, 0.10, 0.02], [-0.32, 0.04, 0.00], [1.57, -0.36, -1.04], [-0.85, 0.11, 0.83], [-0.04, 0.35, 0.16], [0.16, -0.16, -0.06], [0.00, -0.09, -0.30], [-0.14, 0.55, 0.16], [-0.02, -0.22, -0.13], [0.22, -0.14, 0.02], [-0.04, 0.18, 0.12], [0.03, 0.32, 0.10], [-0.02, 0.10, 0.24], [0.00, 0.06, -0.31], [0.03, -0.24, -0.08], [0.42, 0.47, 1.42], [-0.42, -0.56, 0.10], [-0.16, -0.11, -0.28], [-0.04, 0.20, 0.18], [0.46, 0.15, -0.04], [0.02, 0.24, -0.59], [-0.04, 0.04, -0.22], [0.09, -0.22, 0.19], [-0.10, 0.20, 0.25], [-0.01, 0.33, -0.10], [-0.21, -0.01, -0.16], [0.33, 0.02, -0.02], [0.00, -0.18, 0.30], [-2.76, -5.68, 1.17], [-3.52, -3.63, -1.51], [3.08, 3.76, 1.75], [0.75, -3.35, -1.50], [-0.54, 5.17, 0.06], [1.09, -0.26, 0.52], [0.51, 0.34, 0.58], [0.12, 0.91, 0.05], [-0.30, 0.74, -0.29], [0.25, 0.20, -1.16], [0.70, 0.49, -0.82], [0.23, 0.23, -0.09], [0.06, -0.02, -0.01], [0.03, 0.15, 0.06], [0.02, -0.08, 0.07], [-0.01, 0.13, -0.17], [-0.06, 0.00, -0.03], [-0.27, -0.29, 0.06], [-0.66, -0.52, 0.24], [1.02, -0.60, 0.32], [-0.03, 2.20, -3.81], [-0.94, -2.07, 0.43], [1.26, 1.21, 1.61], [-0.45, 0.11, 0.22], [0.88, -0.85, 0.28], [-0.44, 0.21, 0.17], [-0.78, 0.08, 1.10], [-0.14, 0.20, -0.10], [-0.04, -0.16, 0.39], [-0.39, -0.27, -0.03], [-0.22, 0.25, 0.18], [0.29, 0.03, -0.13], [-0.07, 0.05, 0.05], [-0.03, -0.24, 0.14], [0.40, 0.12, -0.31], [-0.20, -0.21, -0.18], [0.06, -0.11, 0.18], [0.38, 0.14, -0.13], [-0.16, 0.04, -0.04]], "mulliken_spin": [0.1071, 0.0206, 0.0059, -0.0045, -0.0039, 0.0080, -0.0011, 0.0000, 0.0036, 0.0209, 0.0025, -0.0002, -0.0011, -0.0140, -0.0010, -0.0007, -0.0004, -0.0003, -0.0044, 0.0006, 0.0012, 0.0000, -0.0049, -0.0002, 0.0007, 0.0005, 0.1829, 0.0203, 0.0049, 0.0001, -0.0057, 0.0161, 0.0047, 0.0004, 0.0003, 0.0035, 0.0024, -0.0003, -0.0008, 0.3858, -0.0230, 0.0045, 0.0165, 0.0150, -0.0474, 0.1091, 0.0239, 0.0557, 0.0036, 0.0381, 0.0054, 0.0159, 0.0011, 0.0105, 0.0064, 0.0022, -0.0208, 0.0678, 0.0097, 0.6042, -0.0076, 0.2592, -0.0060, 0.0720, 0.0047, -0.0036, -0.0036, 0.0126, 0.0026, -0.0022, -0.0005, -0.0009, 0.0142, 0.0004, 0.0007, 0.0037, 0.0006, 0.0056]}

***

{"formula": "C23H45N4O8S2", "method": "ωB97M-V/def2-TZVPD", "e_lumo_ev": [2.27, 2.15], "gap_ev": [8.5214, 8.4047], "s_squared": 2.008, "e_homo_ev": [-6.2527, -6.2528], "largest_force_ev_per_a": 1.968, "total_charge": -1, "spin_multiplicity": 3, "symbols": ["N", "C", "C", "S", "O", "O", "N", "S", "O", "O", "C", "C", "C", "O", "O", "H", "H", "H", "H", "H", "H", "H", "H", "H", "C", "C", "C", "C", "C", "C", "N", "O", "C", "C", "C", "H", "H", "H", "H", "H", "H", "H", "H", "H", "H", "H", "H", "H", "H", "H", "H", "H", "H", "C", "C", "C", "C", "C", "C", "N", "O", "C", "C", "C", "H", "H", "H", "H", "H", "H", "H", "H", "H", "H", "H", "H", "H", "H", "H", "H", "H", "H"], "coordinates": [[4.025, -1.162, 2.265], [2.905, -0.643, 2.523], [1.801, -0.438, 1.523], [1.475, -1.783, 0.375], [1.064, -1.115, -0.846], [2.667, -2.574, 0.186], [0.193, -2.585, 0.920], [0.454, -3.626, 2.118], [-0.803, -3.860, 2.795], [1.525, -3.224, 3.003], [0.852, -5.199, 1.378], [2.325, -5.396, 1.038], [3.247, -5.409, 2.240], [3.268, -6.312, 3.049], [4.053, -4.324, 2.392], [4.602, -1.187, 3.098], [2.686, -0.277, 3.529], [2.073, 0.412, 0.907], [0.878, -0.191, 2.032], [0.270, -5.257, 0.465], [0.525, -6.016, 2.008], [2.416, -6.390, 0.600], [2.659, -4.705, 0.278], [4.462, -4.127, 1.547], [0.378, -0.859, -4.029], [1.122, 0.065, -5.032], [0.616, 1.523, -5.012], [-0.538, 1.908, -5.950], [-0.423, 1.224, -7.314], [-0.201, -0.276, -7.169], [1.049, -0.531, -6.398], [2.074, -0.198, -7.109], [-1.456, -0.874, -6.510], [-0.106, -0.951, -8.531], [2.550, 0.103, -4.495], [-0.304, -1.559, -4.503], [1.080, -1.496, -3.495], [-0.178, -0.292, -3.284], [1.455, 2.169, -5.287], [0.363, 1.790, -3.986], [-1.502, 1.680, -5.488], [-0.531, 2.991, -6.092], [-1.330, 1.404, -7.897], [0.396, 1.675, -7.882], [-1.383, -1.959, -6.429], [-2.323, -0.646, -7.132], [-1.673, -0.474, -5.525], [0.691, -0.534, -9.145], [-1.045, -0.824, -9.070], [0.072, -2.022, -8.416], [3.036, -0.867, -4.595], [2.515, 0.354, -3.436], [3.171, 0.844, -4.999], [-3.132, 0.746, 5.369], [-1.717, 1.245, 4.958], [-1.007, 2.059, 6.060], [-1.224, 3.580, 6.097], [-1.270, 4.187, 4.694], [-2.239, 3.435, 3.790], [-1.828, 2.007, 3.681], [-0.733, 1.914, 3.007], [-3.655, 3.618, 4.365], [-2.290, 4.056, 2.400], [-0.910, -0.042, 4.782], [-3.940, 1.281, 4.880], [-3.273, -0.289, 5.061], [-3.288, 0.805, 6.447], [0.069, 1.912, 5.937], [-1.254, 1.626, 7.030], [-2.133, 3.827, 6.653], [-0.406, 4.038, 6.657], [-1.567, 5.236, 4.753], [-0.267, 4.180, 4.260], [-4.405, 3.148, 3.728], [-3.881, 4.685, 4.411], [-3.777, 3.238, 5.375], [-1.311, 4.081, 1.924], [-2.656, 5.080, 2.468], [-2.970, 3.498, 1.755], [-1.260, -0.624, 3.929], [-1.027, -0.654, 5.676], [0.154, 0.142, 4.643]], "forces_ev_per_angstrom": [[0.12, 0.17, -0.42], [0.07, -0.23, 0.40], [0.53, -0.09, 0.33], [-0.47, -0.07, -1.42], [-0.40, 0.33, 0.23], [0.15, -0.18, 0.46], [0.92, -0.25, 0.35], [-1.07, 0.59, 0.87], [-0.28, -0.10, -0.41], [0.39, -0.05, -0.22], [0.60, -0.16, -0.45], [0.35, -0.57, -0.28], [0.04, -0.22, 0.76], [-0.22, 0.80, -0.55], [0.43, -1.11, 0.32], [0.04, 0.00, 0.17], [-0.23, 0.00, 0.10], [0.00, 0.07, -0.31], [-0.25, -0.04, 0.01], [-0.15, 0.11, -0.16], [-0.15, 0.17, 0.53], [-0.07, -0.23, 0.02], [-0.01, 0.39, 0.06], [-0.38, 0.77, -0.40], [-0.26, -0.26, -0.24], [-0.43, -0.71, 1.49], [-0.07, 0.45, -0.55], [-0.09, -0.20, 0.13], [0.24, 0.51, 0.15], [-1.27, -0.71, -0.14], [0.63, 1.81, -0.44], [0.14, -0.62, -0.08], [-0.03, -0.06, 0.21], [0.39, 0.04, -0.24], [0.47, 0.07, -0.48], [-0.06, 0.14, -0.07], [0.10, 0.19, 0.14], [0.07, -0.01, 0.07], [0.10, -0.13, -0.03], [0.02, -0.09, 0.06], [0.00, -0.10, -0.05], [0.01, 0.01, 0.05], [-0.04, -0.11, -0.01], [0.13, -0.16, 0.04], [0.04, -0.01, 0.02], [0.07, 0.01, -0.13], [0.05, 0.00, 0.02], [0.05, 0.00, 0.09], [-0.07, 0.04, 0.07], [0.04, 0.00, 0.03], [-0.06, -0.05, 0.02], [-0.12, -0.05, 0.03], [-0.04, -0.06, -0.10], [-0.23, 0.17, -0.14], [-1.09, -1.03, 0.75], [0.38, 0.57, -0.07], [-0.23, -0.09, 0.00], [0.47, -0.09, 0.32], [-1.24, 0.71, -0.05], [1.74, 0.44, 0.62], [-0.26, -0.15, -0.58], [-0.12, -0.18, 0.11], [0.34, -0.08, -0.29], [0.36, 0.08, -0.50], [0.05, 0.11, 0.07], [0.16, -0.06, 0.08], [0.03, -0.01, 0.00], [-0.02, -0.10, -0.14], [-0.05, -0.07, -0.02], [-0.06, 0.00, -0.09], [0.00, -0.03, 0.04], [-0.10, 0.00, -0.05], [-0.04, -0.16, -0.12], [0.02, -0.04, -0.01], [0.09, 0.05, -0.11], [0.03, -0.03, -0.01], [0.01, -0.10, 0.03], [-0.03, 0.01, 0.10], [0.03, -0.05, 0.00], [-0.05, -0.02, 0.01], [-0.07, 0.04, 0.05], [-0.02, 0.06, -0.06]], "mulliken_spin": [0.0001, 0.0002, -0.0002, 0.0007, -0.0008, 0.0001, 0.0000, 0.0000, -0.0001, 0.0001, 0.0000, 0.0000, 0.0000, 0.0000, 0.0000, 0.0000, 0.0000, -0.0005, 0.0019, 0.0000, 0.0000, 0.0000, 0.0000, 0.0000, 0.0343, 0.0127, 0.0257, -0.0182, 0.0286, 0.0167, 0.3627, 0.5542, 0.0133, -0.0051, -0.0138, -0.0090, -0.0051, -0.0001, 0.0024, 0.0027, 0.0001, 0.0031, 0.0004, 0.0023, -0.0062, 0.0001, 0.0002, 0.0006, 0.0003, -0.0019, -0.0015, 0.0002, 0.0010, 0.0198, 0.0262, 0.0224, -0.0175, 0.0265, 0.0208, 0.3700, 0.5593, 0.0132, -0.0081, -0.0363, -0.0121, -0.0014, 0.0002, 0.0027, 0.0014, 0.0001, 0.0025, 0.0003, 0.0032, -0.0068, 0.0001, 0.0002, -0.0001, 0.0006, -0.0009, 0.0026, -0.0005, 0.0090]}